Entry 1:
Below is a molecular structure, C17H40IrNP3Se at a distorted geometry, with properties calculated with ωB97M-V with the def2-TZVPD basis set.

## Properties
- ΔE to the lowest compared entry with this formula, charge and spin (kJ/mol) = 90.7
- E_tot (eV) = -115790.3243
- orbital gap (alpha / beta) (eV) = 7.28 / 3.45
- expectation value of S² = 6.032
- LUMO level (alpha / beta) (Ha) = -0.3085 / -0.4680
- maximum force (hartree/bohr) = 0.065
- HOMO (alpha / beta) (eV) = -15.7 / -16.2

```
! RIJCOSX wB97M-V def2-TZVPD def2/J DEFGRID3
* xyz 3 5
Ir 0.137 -0.200 -0.129
P -0.759 0.740 1.734
P 2.218 -0.406 0.945
P -2.009 -0.456 -1.025
H 2.951 -6.578 -4.114
C 2.407 -6.150 -4.973
C 2.401 -4.781 -5.198
H 3.084 -4.085 -4.643
C -1.324 -0.389 3.067
C 0.315 1.883 2.676
C -2.229 1.833 1.548
C 3.189 -1.555 -0.096
C 3.242 1.140 0.935
C 2.299 -1.149 2.631
C -1.861 -1.555 -2.471
C -2.716 1.086 -1.762
C -3.294 -1.262 0.028
H 1.894 -6.936 -5.586
H 1.767 -4.289 -5.946
H -1.686 0.201 3.920
H -0.500 -1.023 3.404
H -2.132 -1.034 2.710
H -0.219 2.243 3.567
H 0.572 2.764 2.079
H 1.239 1.410 3.013
H -2.488 2.256 2.530
H -3.106 1.301 1.168
H -2.010 2.678 0.886
H 4.223 -1.628 0.268
H 3.220 -1.187 -1.131
H 2.745 -2.558 -0.086
H 4.237 0.942 1.375
H 2.768 1.945 1.521
H 3.403 1.487 -0.104
H 3.342 -1.203 2.981
H 1.889 -2.169 2.574
H 1.711 -0.571 3.355
H -2.841 -1.668 -2.953
H -1.490 -2.547 -2.186
H -1.169 -1.114 -3.201
H -3.731 0.882 -2.137
H -2.090 1.408 -2.611
H -2.779 1.909 -1.034
H -4.231 -1.392 -0.547
H -3.511 -0.679 0.938
H -2.912 -2.256 0.327
C -0.018 -4.242 -0.302
C 0.706 -4.126 -1.500
C 0.837 -5.255 -2.306
C 0.226 -6.451 -1.934
C -0.432 -6.572 -0.708
C -0.559 -5.470 0.116
Se -0.302 -2.794 0.953
H 0.304 -1.949 -0.354
H 1.139 -3.155 -1.799
H 1.429 -5.212 -3.218
H 0.277 -7.333 -2.582
H -0.828 -7.539 -0.426
H -1.078 -5.555 1.065
N 0.646 1.493 -1.320
H 0.815 1.293 -2.312
H 1.472 1.951 -0.928
H -0.145 2.139 -1.305
*
```

Results of the Löwdin charge analysis, in e, for atoms 1 through 2:
1 Ir 0.680
2 P 0.611

Entry 2:
Below is a molecular structure, C17H40IrNP3Se at a distorted geometry, with properties calculated with ωB97M-V with the def2-TZVPD basis set.

## Properties
- ΔE to the lowest compared entry with this formula, charge and spin (kJ/mol) = 89.6
- E_tot (eV) = -115790.3363
- orbital gap (alpha / beta) (eV) = 4.26 / 3.35
- expectation value of S² = 6.023
- LUMO level (alpha / beta) (Ha) = -0.3447 / -0.4980
- maximum force (hartree/bohr) = 0.070
- HOMO (alpha / beta) (eV) = -13.6 / -16.9

```
! RIJCOSX wB97M-V def2-TZVPD def2/J DEFGRID3
* xyz 3 5
Ir -0.807 -0.815 0.739
P -0.904 -3.142 1.091
P 0.736 -0.397 2.441
P -2.039 -0.772 -1.223
H 3.473 5.893 -2.117
C 2.564 6.282 -2.597
C 1.571 6.837 -1.884
H 1.673 7.147 -0.839
C 0.470 -4.008 0.245
C -0.802 -3.711 2.830
C -2.414 -3.988 0.494
C 1.431 1.296 2.397
C 0.198 -0.596 4.180
C 2.232 -1.450 2.390
C -2.001 0.824 -2.115
C -3.819 -1.180 -1.139
C -1.437 -1.961 -2.475
H 2.490 6.178 -3.693
H 0.607 7.030 -2.361
H 0.431 -5.082 0.474
H 1.436 -3.607 0.573
H 0.394 -3.870 -0.841
H -0.854 -4.810 2.858
H -1.650 -3.310 3.403
H 0.133 -3.396 3.308
H -2.345 -5.060 0.734
H -2.541 -3.882 -0.590
H -3.301 -3.578 0.996
H 2.020 1.447 3.312
H 0.630 2.046 2.358
H 2.080 1.425 1.522
H 1.107 -0.619 4.800
H -0.362 -1.529 4.343
H -0.419 0.262 4.488
H 2.836 -1.208 3.276
H 2.808 -1.229 1.480
H 1.979 -2.517 2.414
H -2.654 0.741 -2.996
H -0.981 1.065 -2.443
H -2.367 1.637 -1.472
H -4.188 -1.237 -2.173
H -4.377 -0.392 -0.612
H -3.997 -2.147 -0.649
H -2.147 -1.939 -3.316
H -1.384 -2.984 -2.082
H -0.441 -1.648 -2.815
C 1.706 1.125 -1.500
C 1.210 2.359 -1.062
C 1.643 3.529 -1.693
C 2.584 3.455 -2.710
C 3.057 2.226 -3.159
C 2.612 1.056 -2.570
Se 1.340 -0.657 -0.790
H 0.071 0.455 0.054
H 0.500 2.391 -0.236
H 1.263 4.503 -1.405
H 3.001 4.329 -3.192
H 3.779 2.197 -3.967
H 2.983 0.095 -2.934
N -2.490 -0.370 1.962
H -2.686 0.610 1.751
H -2.302 -0.439 2.960
H -3.338 -0.910 1.776
*
```

Results of the Löwdin charge analysis, in e, for atoms 1 through 2:
1 Ir 0.500
2 P 0.659

Entry 3:
Below is a molecular structure, C17H41GeO5RuSi3 at a distorted geometry, with properties calculated with ωB97M-V with the def2-TZVPD basis set.

## Properties
- ΔE to the lowest compared entry with this formula, charge and spin (kJ/mol) = 64.4
- E_tot (eV) = -111256.8821
- orbital gap (alpha / beta) (eV) = 8.26 / 5.71
- expectation value of S² = 6.026
- LUMO level (alpha / beta) (Ha) = -0.0997 / -0.1955
- maximum force (hartree/bohr) = 0.021
- HOMO (alpha / beta) (eV) = -11.0 / -11.0

```
! RIJCOSX wB97M-V def2-TZVPD def2/J DEFGRID3
* xyz 1 5
Ru 0.912 -0.785 0.123
O 5.298 -0.567 0.799
C 4.052 -0.844 0.477
O 3.090 -0.412 1.081
C 3.975 -1.810 -0.681
O 2.659 -1.914 -1.188
C 2.479 -1.257 -2.459
C 2.460 0.254 -2.284
O 3.094 0.965 -3.030
O 1.711 0.672 -1.293
H 5.309 0.016 1.577
H 4.281 -2.787 -0.300
H 4.685 -1.510 -1.452
H 1.509 -1.593 -2.827
H 3.255 -1.553 -3.161
C 0.669 3.403 -2.404
Si 0.389 2.971 -0.641
C -0.956 4.093 -0.012
C 1.836 2.986 0.519
Ge -0.882 0.726 -0.102
Si -2.392 0.460 -1.975
C -3.553 1.903 -1.955
C -3.261 -1.144 -1.645
C -1.353 0.384 -3.506
Si -1.387 0.668 2.288
C 0.241 0.556 3.205
C -2.288 2.221 2.772
C -2.472 -0.791 2.661
H 1.135 4.396 -2.402
H -0.278 3.493 -2.938
H 1.335 2.718 -2.924
H -0.563 5.118 -0.054
H -1.239 3.884 1.015
H -1.851 4.058 -0.633
H 2.694 3.439 0.013
H 2.135 1.985 0.824
H 1.597 3.579 1.404
H -4.037 2.013 -0.982
H -4.336 1.760 -2.705
H -3.033 2.833 -2.189
H -3.794 -1.124 -0.691
H -2.555 -1.976 -1.624
H -3.993 -1.336 -2.436
H -0.866 1.337 -3.706
H -1.971 0.127 -4.371
H -0.575 -0.376 -3.412
H 0.747 1.524 3.230
H 0.936 -0.165 2.766
H 0.074 0.232 4.238
H -1.630 3.089 2.794
H -2.705 2.099 3.776
H -3.116 2.429 2.089
H -1.920 -1.730 2.672
H -3.300 -0.890 1.954
H -2.902 -0.636 3.655
C 1.494 -3.714 1.333
C 0.051 -3.239 1.506
C -0.891 -4.435 1.656
C -0.433 -2.360 0.341
H 1.765 -4.417 2.121
H 2.210 -2.888 1.387
H 1.622 -4.215 0.370
H 0.002 -2.658 2.434
H -0.905 -5.026 0.736
H -1.914 -4.113 1.862
H -0.569 -5.085 2.472
H -1.494 -2.150 0.440
H -0.286 -2.892 -0.611
*
```

Results of the Löwdin charge analysis, in e, for atoms 1 through 2:
1 Ru 1.149
2 O 0.185

Entry 4:
Below is 8 unconnected molecules or ions with the total composition C17H41N3O5 at a distorted geometry, with properties calculated with ωB97M-V with the def2-TZVPD basis set.

## Properties
- ΔE to the lowest compared entry with this formula, charge and spin (kJ/mol) = 250.1
- E_tot (eV) = -32998.2328
- orbital gap (eV) = 10.13
- LUMO level (Ha) = 0.0122
- maximum force (hartree/bohr) = 0.052
- HOMO (eV) = -9.8

```
! RIJCOSX wB97M-V def2-TZVPD def2/J DEFGRID3
* xyz 0 1
C 3.625 -0.574 -2.196
O 2.801 0.505 -2.686
H 4.452 -0.723 -2.889
H 4.092 -0.304 -1.249
H 3.018 -1.473 -2.086
H 2.651 0.331 -3.618
C 3.164 -0.050 1.674
O 4.514 -0.210 2.181
H 2.553 0.465 2.416
H 3.190 0.577 0.783
H 2.714 -0.969 1.300
H 5.054 -0.773 1.621
C -3.421 -2.317 -0.822
O -3.277 -1.473 0.241
H -3.888 -1.779 -1.647
H -2.488 -2.792 -1.125
H -4.102 -3.098 -0.483
H -2.391 -1.112 0.166
C 0.000 -4.100 -0.040
O 1.046 -3.255 0.398
H -0.355 -3.811 -1.029
H 0.297 -5.149 -0.016
H -0.721 -3.849 0.737
H 1.480 -3.556 1.200
C -0.182 0.203 -0.505
O -0.557 -0.912 0.250
H 0.098 -0.028 -1.533
H -1.023 0.886 -0.626
H 0.629 0.703 0.025
H 0.139 -1.573 0.244
C 1.438 3.677 0.598
C 1.137 3.822 2.129
C 0.551 5.163 2.580
C 1.388 6.339 2.247
N 2.001 7.265 1.927
H 2.249 4.329 0.275
H 0.514 3.975 0.104
H 1.683 2.646 0.343
H 1.999 3.543 2.736
H 0.338 3.099 2.296
H 0.571 5.178 3.670
H -0.471 5.292 2.223
C 0.715 -3.016 -3.639
C -0.355 -3.355 -4.711
C -0.680 -2.150 -5.534
C -1.257 -1.018 -4.826
N -1.679 -0.078 -4.283
H 0.334 -2.477 -2.771
H 1.453 -2.397 -4.148
H 1.241 -3.924 -3.345
H -1.266 -3.671 -4.202
H 0.013 -4.149 -5.361
H -1.466 -2.322 -6.270
H 0.210 -1.748 -6.018
C -3.741 1.030 4.645
C -3.210 2.008 3.620
C -2.288 1.418 2.542
C -1.056 0.852 3.139
N -0.098 0.376 3.571
H -4.495 1.574 5.214
H -2.888 0.743 5.260
H -4.277 0.236 4.125
H -2.699 2.791 4.183
H -4.106 2.431 3.167
H -2.065 2.130 1.748
H -2.844 0.600 2.084
*
```

Results of the Löwdin charge analysis, in e, for atoms 1 through 2:
1 C -0.135
2 O -0.130

Entry 5:
Below is 4 unconnected molecules or ions with the total composition C17H41N5O4P at a distorted geometry, with properties calculated with ωB97M-V with the def2-TZVPD basis set.

## Properties
- E_tot (eV) = -43207.8600
- orbital gap (eV) = 5.57
- LUMO level (Ha) = -0.1996
- maximum force (hartree/bohr) = 0.126
- HOMO (eV) = -11.0

```
! RIJCOSX wB97M-V def2-TZVPD def2/J DEFGRID3
* xyz 1 1
C -1.290 -0.892 -0.181
P 0.278 -1.127 0.884
O 0.751 -2.794 0.658
C 1.742 -0.099 0.206
C 1.579 0.975 -1.072
C 3.034 1.634 -1.414
N 4.369 1.478 -0.805
N 4.484 0.626 0.244
C 3.292 -0.133 0.718
H -2.201 -0.709 0.540
H -1.475 -1.819 -0.906
H -1.168 0.046 -0.889
H 0.425 -3.389 1.398
H 0.560 1.190 -1.613
H 3.007 2.391 -2.340
H 5.441 0.469 0.681
H 3.501 -0.885 1.622
C 6.742 -2.597 -3.527
C 6.585 -1.866 -2.196
C 6.910 -2.748 -0.968
O 5.874 -3.671 -0.619
C 5.894 -4.882 -1.360
N 5.228 -1.308 -2.115
H 5.930 -3.302 -3.720
H 6.745 -1.880 -4.357
H 7.688 -3.147 -3.562
H 7.299 -1.033 -2.200
H 7.018 -2.087 -0.100
H 7.870 -3.264 -1.084
H 6.911 -5.208 -1.594
H 5.307 -4.772 -2.273
H 5.415 -5.657 -0.754
H 5.156 -0.748 -1.265
H 4.588 -2.089 -1.942
C -5.279 -1.033 5.346
C -5.401 0.253 4.532
C -4.689 0.184 3.161
O -3.267 0.325 3.230
C -2.572 -0.875 3.532
N -4.907 1.378 5.340
H -4.284 -1.165 5.780
H -5.991 -1.025 6.179
H -5.501 -1.910 4.728
H -6.469 0.412 4.340
H -5.039 1.030 2.559
H -4.964 -0.723 2.609
H -3.050 -1.753 3.088
H -2.481 -0.993 4.613
H -1.560 -0.791 3.125
H -5.071 2.244 4.826
H -3.885 1.305 5.367
C -3.478 1.919 -3.015
C -4.075 2.443 -1.711
C -4.413 3.951 -1.751
O -3.277 4.810 -1.613
C -2.570 5.046 -2.820
N -3.159 2.124 -0.606
H -2.439 2.229 -3.158
H -3.487 0.823 -3.025
H -4.059 2.263 -3.877
H -5.013 1.900 -1.546
H -5.055 4.173 -0.891
H -4.993 4.211 -2.644
H -3.235 5.093 -3.687
H -1.807 4.279 -2.963
H -2.056 6.008 -2.729
H -3.601 2.398 0.273
H -2.360 2.762 -0.680
*
```

Results of the Löwdin charge analysis, in e, for atoms 1 through 2:
1 C -0.268
2 P 0.897

Entry 6:
Below is a molecular structure, C17H43InNO6, with properties calculated with ωB97M-V with the def2-TZVPD basis set.

## Properties
- E_tot (eV) = -37270.4859
- orbital gap (eV) = 6.44
- LUMO level (Ha) = 0.0809
- maximum force (hartree/bohr) = 0.008
- HOMO (eV) = -4.2

```
! RIJCOSX wB97M-V def2-TZVPD def2/J DEFGRID3
* xyz -1 1
C 1.264 -0.749 -5.270
In 0.085 0.799 -6.377
C -1.443 1.749 -5.019
C -2.893 1.521 -5.484
C -3.652 0.530 -4.592
C -4.697 -0.299 -5.319
N -5.869 0.476 -5.745
H 0.895 -0.780 -4.242
H 1.106 -1.731 -5.715
H 2.330 -0.523 -5.246
H 1.157 2.098 -6.991
H -0.812 0.026 -7.722
H -1.206 2.813 -4.997
H -1.331 1.384 -3.994
H -2.920 1.126 -6.502
H -3.427 2.479 -5.495
H -4.125 1.058 -3.757
H -2.922 -0.157 -4.151
H -4.221 -0.750 -6.193
H -5.026 -1.113 -4.670
H -5.720 1.467 -5.639
H -6.707 0.205 -5.259
C 1.857 2.611 3.306
O 0.817 2.793 2.380
C 0.869 4.008 1.657
C 0.370 3.818 0.244
O 1.273 3.147 -0.608
C 1.421 1.743 -0.474
C 0.266 0.925 -0.997
O -0.856 0.988 -0.127
C -2.087 0.931 -0.816
H 1.744 3.262 4.182
H 1.811 1.574 3.636
H 2.839 2.787 2.850
H 1.893 4.397 1.627
H 0.231 4.752 2.155
H 0.266 4.814 -0.194
H -0.615 3.345 0.247
H 1.651 1.462 0.558
H 2.287 1.500 -1.093
H 0.596 -0.120 -1.079
H -0.009 1.271 -2.000
H -2.126 1.663 -1.630
H -2.873 1.158 -0.096
H -2.269 -0.064 -1.239
C 4.310 -4.653 5.289
O 2.955 -4.274 5.272
C 2.553 -3.529 6.406
C 1.506 -2.499 6.055
O 2.005 -1.376 5.358
C 2.283 -1.514 3.973
C 1.062 -1.539 3.086
O 0.379 -2.776 3.183
C -1.017 -2.659 3.026
H 4.510 -5.410 6.058
H 4.541 -5.074 4.313
H 4.963 -3.790 5.464
H 3.415 -3.022 6.857
H 2.126 -4.211 7.155
H 1.134 -2.095 7.000
H 0.669 -2.964 5.530
H 2.927 -2.375 3.778
H 2.847 -0.614 3.717
H 1.383 -1.387 2.047
H 0.398 -0.710 3.359
H -1.430 -1.896 3.696
H -1.454 -3.623 3.278
H -1.288 -2.404 1.995
*
```

Results of the Löwdin charge analysis, in e, for atoms 1 through 2:
1 C -0.316
2 In 0.393

- Number 6 is which compound?
  C17H43InNO6